DFT (ωB97M-V/def2-TZVPD) results for a molecular structure, C32H48N6O2PS3Zn.

Geometry as XYZ:
```
93
C32H48N6O2PS3Zn (ωB97M-V/def2-TZVPD)
Zn -15.161 -10.028 6.063
C -17.276 -10.979 9.135
C -16.942 -12.368 8.681
C -15.525 -12.615 8.026
N -15.367 -12.107 6.652
C -15.293 -12.976 5.643
C -16.024 -14.183 5.643
C -16.120 -15.216 4.688
C -15.342 -15.458 3.579
C -14.336 -14.614 3.105
C -14.011 -13.357 3.468
C -14.614 -12.430 4.420
N -14.523 -11.112 4.306
C -13.860 -10.485 3.142
C -14.361 -9.106 2.740
C -14.341 -8.049 3.856
N -15.365 -8.312 4.877
C -16.551 -7.776 4.829
C -16.967 -6.968 3.690
C -18.065 -6.150 3.500
C -19.111 -5.860 4.320
C -19.409 -6.642 5.459
C -18.722 -7.680 6.025
C -17.527 -8.381 5.683
N -17.189 -9.567 6.163
C -18.235 -10.374 6.755
C -18.348 -10.270 8.297
H -17.656 -10.917 10.153
H -16.379 -10.355 9.276
H -16.980 -13.107 9.535
H -17.762 -12.655 7.997
H -14.774 -12.101 8.629
H -15.284 -13.701 8.033
H -16.797 -14.203 6.418
H -16.954 -15.931 4.860
H -15.557 -16.341 3.000
H -13.726 -15.027 2.279
H -13.157 -12.895 2.976
H -12.863 -10.407 3.539
H -13.954 -11.136 2.242
H -13.706 -8.767 1.916
H -15.392 -9.101 2.394
H -13.364 -8.093 4.319
H -14.402 -7.034 3.382
H -16.221 -6.787 2.919
H -18.089 -5.583 2.549
H -19.823 -5.029 4.193
H -20.278 -6.423 6.098
H -19.264 -8.113 6.815
H -19.208 -10.084 6.389
H -18.127 -11.445 6.520
H -18.468 -9.229 8.556
H -19.313 -10.763 8.501
C -15.089 -4.292 7.702
C -15.258 -5.528 8.624
C -16.753 -5.890 8.903
O -14.563 -6.631 8.002
P -13.880 -7.786 8.952
S -14.890 -8.011 10.556
S -13.505 -9.363 7.750
O -12.371 -7.083 9.080
C -11.382 -6.952 8.115
C -11.467 -5.728 7.212
C -10.052 -7.039 8.859
H -15.714 -3.495 8.041
H -15.453 -4.619 6.701
H -14.029 -3.967 7.653
H -14.806 -5.359 9.601
H -16.757 -6.944 8.687
H -17.467 -5.380 8.259
H -16.908 -5.762 9.956
H -11.464 -7.861 7.474
H -11.306 -4.849 7.883
H -12.484 -5.639 6.775
H -10.742 -5.733 6.388
H -9.912 -6.112 9.431
H -9.257 -7.117 8.174
H -9.946 -7.852 9.614
S -20.185 -13.603 5.383
C -19.525 -12.391 4.427
N -20.264 -11.317 3.978
C -19.897 -10.262 3.035
C -18.633 -10.715 2.308
C -17.680 -11.343 3.303
N -18.288 -12.472 3.893
H -21.222 -11.519 4.250
H -19.741 -9.287 3.566
H -20.679 -10.062 2.399
H -18.071 -9.805 1.938
H -18.738 -11.471 1.536
H -17.377 -10.528 3.948
H -16.778 -11.690 2.757
H -17.625 -13.108 4.320
```

* total charge: -1
* HOMO level: -4.55 eV
* frontier orbital gap: 0.251 Eh
* LUMO energy: 2.29 eV



DFT (ωB97M-V/def2-TZVPD) results for 11 unconnected molecules or ions with the total composition C49H58N8O3.

Geometry as XYZ:
```
118
C49H58N8O3 (ωB97M-V/def2-TZVPD)
C 3.479 6.540 -3.045
C 2.258 6.377 -2.376
C 1.392 7.405 -2.329
N 1.679 8.626 -2.745
C 2.850 8.825 -3.451
C 3.777 7.862 -3.541
H 4.150 5.694 -3.024
H 2.160 5.554 -1.685
H 0.685 7.318 -1.518
H 3.156 9.803 -3.790
H 4.770 8.071 -3.909
C -1.912 -11.106 -4.640
C -3.196 -10.480 -4.602
C -3.312 -9.125 -4.190
N -2.229 -8.370 -3.796
C -1.052 -8.996 -3.712
C -0.845 -10.309 -4.204
H -1.791 -12.106 -5.029
H -4.087 -11.059 -4.797
H -4.215 -8.542 -4.077
H -0.282 -8.434 -3.204
H 0.194 -10.604 -4.187
C 0.893 3.271 -7.697
C 1.048 2.270 -6.687
C 0.179 1.230 -6.720
N -0.954 1.194 -7.437
C -1.165 2.248 -8.342
C -0.316 3.335 -8.402
H 1.713 3.973 -7.687
H 1.878 2.281 -5.996
H 0.314 0.322 -6.151
H -2.082 2.264 -8.913
H -0.507 4.117 -9.122
C -1.211 -0.960 -0.842
C -0.867 -2.288 -0.472
C -0.085 -2.547 0.658
N 0.370 -1.517 1.440
C -0.062 -0.217 1.167
C -0.764 0.104 -0.017
H -1.862 -0.733 -1.673
H -1.296 -3.196 -0.870
H 0.230 -3.525 0.992
H 0.350 0.559 1.794
H -1.247 1.052 -0.203
C 5.743 -2.756 -3.974
C 4.847 -2.478 -2.955
C 4.807 -1.209 -2.480
N 5.619 -0.247 -2.878
C 6.607 -0.515 -3.743
C 6.732 -1.774 -4.332
H 5.799 -3.767 -4.351
H 4.075 -3.154 -2.618
H 4.040 -0.874 -1.799
H 7.323 0.265 -3.959
H 7.471 -1.933 -5.103
C 2.948 -3.211 10.455
C 3.056 -2.456 9.291
C 2.573 -3.038 8.092
N 2.142 -4.320 8.094
C 2.017 -5.058 9.238
C 2.366 -4.489 10.451
H 3.407 -2.806 11.345
H 3.300 -1.406 9.362
H 2.587 -2.544 7.132
H 1.546 -6.030 9.233
H 2.258 -5.044 11.371
C 3.179 -8.478 2.221
C 4.267 -7.868 1.658
C 5.009 -8.605 0.803
N 4.875 -9.962 0.684
C 3.735 -10.555 1.213
C 2.885 -9.802 2.007
H 2.522 -7.921 2.873
H 4.518 -6.833 1.837
H 5.871 -8.070 0.433
H 3.582 -11.624 1.195
H 2.063 -10.192 2.588
C -6.958 6.496 1.275
C -6.230 6.348 0.119
C -4.883 6.035 0.220
N -4.174 5.917 1.399
C -4.886 6.174 2.548
C -6.269 6.431 2.504
H -8.009 6.737 1.219
H -6.575 6.461 -0.898
H -4.305 5.895 -0.682
H -4.300 6.075 3.450
H -6.801 6.888 3.325
C 2.060 6.665 4.409
C 3.270 5.698 4.358
C 4.380 6.119 3.341
O 3.293 4.621 4.980
H 2.528 7.595 4.730
H 1.333 6.334 5.150
H 1.510 6.666 3.467
H 3.975 6.677 2.497
H 4.993 5.238 3.151
H 4.962 6.812 3.950
C -3.164 1.836 9.671
C -2.809 2.647 8.439
C -1.684 2.172 7.530
O -3.430 3.708 8.177
H -2.341 1.614 10.350
H -3.609 0.846 9.574
H -3.821 2.427 10.309
H -1.715 2.853 6.679
H -1.792 1.125 7.248
H -0.680 2.257 7.944
C -8.428 3.103 -6.122
C -7.853 1.999 -7.044
C -7.551 0.603 -6.477
O -7.723 2.281 -8.220
H -8.788 3.943 -6.715
H -7.749 3.542 -5.392
H -9.424 2.923 -5.716
H -6.690 0.742 -5.823
H -7.280 -0.007 -7.339
H -8.341 0.081 -5.937
```

* structure (SMILES): c1ccncc1.c1ccncc1.c1ccncc1.c1ccncc1.c1ccncc1.c1ccncc1.c1ccncc1.c1ccncc1.CC(C)=O.CC(C)=O.CC(C)=O
* HOMO level: -9.54 eV
* frontier orbital gap: 0.361 Eh
* LUMO energy: 0.27 eV



DFT (ωB97M-V/def2-TZVPD) results for a molecular structure, C54H50AsN5O3Re.

Geometry as XYZ:
```
114
C54H50AsN5O3Re (ωB97M-V/def2-TZVPD)
Re -0.255 -0.289 -0.244
O -5.294 -0.675 5.853
C -4.006 -0.451 6.166
O -3.674 -0.300 7.304
C -3.003 -0.390 5.040
C -1.724 0.046 5.378
C -0.733 0.134 4.422
C -1.006 -0.226 3.106
C -2.275 -0.661 2.760
C -3.268 -0.745 3.726
N -0.009 -0.162 2.064
C 1.209 -0.001 2.405
C 2.253 0.126 1.386
C 3.574 0.361 1.718
C 4.499 0.545 0.698
C 4.076 0.463 -0.616
C 2.741 0.197 -0.881
N 1.844 0.044 0.101
H -5.428 -0.753 4.902
H -1.529 0.317 6.406
H 0.233 0.503 4.734
H -2.483 -0.952 1.743
H -4.239 -1.115 3.419
H 1.535 0.056 3.439
H 3.862 0.418 2.759
H 5.535 0.745 0.931
H 4.763 0.588 -1.440
H 2.360 0.106 -1.889
C 0.421 6.463 -1.178
C -0.510 6.048 -2.283
C -0.902 6.943 -3.272
C -1.753 6.561 -4.297
C -2.251 5.268 -4.338
C -1.893 4.360 -3.354
C -1.016 4.748 -2.349
N -0.648 3.845 -1.297
C -0.375 2.534 -1.414
N -0.051 2.093 -2.630
C 0.044 0.775 -3.146
C -0.078 -0.350 -2.326
C -0.080 -1.577 -3.016
C 0.061 -1.679 -4.387
C 0.247 -0.529 -5.140
C 0.236 0.716 -4.538
C 0.408 1.962 -5.369
N -0.411 1.742 -0.326
C -0.651 2.461 0.911
C -1.948 2.461 1.415
C -2.244 3.114 2.598
C -1.230 3.769 3.284
C 0.055 3.785 2.766
C 0.372 3.148 1.564
C 1.771 3.270 1.016
H 0.767 7.482 -1.330
H 1.295 5.812 -1.136
H -0.067 6.433 -0.200
H -0.523 7.956 -3.238
H -2.036 7.276 -5.057
H -2.932 4.967 -5.121
H -2.321 3.365 -3.357
H -0.738 4.195 -0.353
H -0.017 2.826 -3.326
H -0.223 -2.492 -2.460
H 0.039 -2.647 -4.869
H 0.390 -0.594 -6.211
H 0.623 1.701 -6.402
H 1.235 2.582 -5.015
H -0.494 2.579 -5.379
H -2.721 1.940 0.864
H -3.254 3.109 2.982
H -1.443 4.278 4.214
H 0.836 4.321 3.292
H 2.509 2.946 1.749
H 1.998 4.312 0.787
H 1.917 2.693 0.104
C -2.050 -6.396 -1.284
C -2.551 -5.110 -1.409
C -1.770 -4.024 -1.029
C -0.494 -4.239 -0.526
C 0.009 -5.531 -0.390
C -0.775 -6.607 -0.774
As 0.599 -2.781 0.090
C 0.720 -3.258 1.971
C 1.868 -3.586 2.685
C 1.775 -3.928 4.030
C 0.542 -3.967 4.661
C -0.610 -3.680 3.941
C -0.519 -3.329 2.604
C 2.314 -3.127 -0.744
C 2.315 -3.726 -2.005
C 3.510 -3.963 -2.666
C 4.717 -3.622 -2.072
C 4.724 -3.032 -0.818
C 3.528 -2.776 -0.162
H -2.656 -7.241 -1.582
H -3.546 -4.948 -1.800
H -2.162 -3.020 -1.121
H 1.001 -5.702 0.014
H -0.391 -7.613 -0.673
H 2.837 -3.622 2.212
H 2.671 -4.188 4.576
H 0.474 -4.243 5.705
H -1.579 -3.735 4.419
H -1.429 -3.127 2.049
H 1.390 -4.046 -2.465
H 3.499 -4.435 -3.639
H 5.649 -3.826 -2.581
H 5.661 -2.773 -0.344
H 3.562 -2.282 0.798
C -3.012 -0.684 -1.353
O -1.998 -0.791 -0.347
H -3.871 -1.274 -1.038
H -2.633 -1.037 -2.312
H -3.294 0.367 -1.438
```

* spin multiplicity: 2
* total charge: +2
* HOMO level (alpha / beta): -12.88 / -13.14 eV
* frontier orbital gap (alpha / beta): 0.231 / 0.245 Eh
* LUMO energy (alpha / beta): -6.59 / -6.48 eV



DFT (ωB97M-V/def2-TZVPD) results for 2 unconnected molecules or ions with the total composition C3H9NS2.

Geometry as XYZ:
```
15
C3H9NS2 (ωB97M-V/def2-TZVPD)
C -1.899 -0.281 -1.671
N -1.654 0.939 -1.865
C -0.246 1.308 -1.727
H -2.915 -0.663 -1.685
H -1.124 -0.999 -1.374
H 0.075 2.078 -2.426
H 0.499 0.534 -1.525
H -0.274 1.893 -0.799
C 0.411 -0.818 2.486
S 1.479 0.487 1.953
S 3.006 -0.402 0.909
H 0.740 -1.267 3.414
H 0.160 -1.601 1.775
H -0.551 -0.322 2.655
H 2.293 -0.887 -0.122
```

* structure (SMILES): C=NC.CSS
* HOMO level: -8.90 eV
* frontier orbital gap: 0.347 Eh
* LUMO energy: 0.53 eV



DFT (ωB97M-V/def2-TZVPD) results for a single C6H12O molecule.

Geometry as XYZ:
```
19
C6H12O (ωB97M-V/def2-TZVPD)
C 1.837 -0.409 -0.025
C 0.656 -0.960 0.669
O 0.825 -1.496 1.883
C -0.260 1.208 -1.457
C -0.930 1.331 -0.124
C -1.663 0.048 0.300
C -0.664 -1.117 0.089
H 1.917 0.689 0.035
H 1.732 -0.613 -1.102
H 2.769 -0.837 0.373
H 1.754 -1.424 2.151
H 0.813 1.363 -1.516
H -0.785 1.693 -2.284
H -0.182 1.511 0.672
H -1.659 2.156 -0.089
H -2.529 -0.152 -0.349
H -2.017 0.102 1.339
H -0.510 -1.039 -1.021
H -1.105 -2.054 0.457
```

* HOMO level (alpha / beta): -6.09 / -8.25 eV
* frontier orbital gap (alpha / beta): 0.235 / 0.333 Eh
* LUMO energy (alpha / beta): 0.30 / 0.81 eV



DFT (ωB97M-V/def2-TZVPD) results for a molecular structure, C19H39N2O3P3Zr.

Geometry as XYZ:
```
67
C19H39N2O3P3Zr (ωB97M-V/def2-TZVPD)
P -0.201 0.257 2.710
C 0.910 -0.866 3.599
H 0.716 -0.727 4.671
H 1.961 -0.632 3.391
H 0.710 -1.909 3.334
C 0.382 1.847 3.355
H -0.326 2.651 3.140
H 1.349 2.095 2.898
H 0.502 1.742 4.441
C -1.745 -0.025 3.606
H -1.557 0.197 4.664
H -2.056 -1.069 3.496
H -2.536 0.628 3.226
P -2.378 -1.441 -1.276
C -2.287 -3.242 -1.393
H -3.148 -3.572 -1.995
H -2.340 -3.689 -0.394
H -1.357 -3.548 -1.886
C -4.005 -1.243 -0.498
H -4.364 -0.213 -0.585
H -3.947 -1.516 0.561
H -4.699 -1.914 -1.021
C -2.743 -1.003 -3.000
H -3.664 -1.535 -3.278
H -1.920 -1.311 -3.655
H -2.900 0.078 -3.097
P 1.563 1.168 -2.099
C 2.922 0.160 -2.742
H 3.615 0.833 -3.266
H 2.541 -0.595 -3.440
H 3.459 -0.344 -1.928
C 1.032 2.054 -3.577
H 1.929 2.384 -4.111
H 0.421 2.922 -3.319
H 0.449 1.388 -4.219
C 2.498 2.429 -1.179
H 3.164 2.926 -1.894
H 3.090 1.958 -0.384
H 1.829 3.168 -0.726
Zr -0.269 0.195 -0.154
C -0.928 -1.816 1.022
O -1.095 -2.818 1.609
C 0.226 -1.283 -2.037
O 0.548 -2.040 -2.871
C -1.771 2.487 -1.682
C -0.817 3.140 -0.884
C -0.916 3.091 0.517
C -2.016 2.449 1.114
C -2.968 1.800 0.320
C -2.861 1.849 -1.079
H -1.714 2.570 -2.766
H -0.065 3.779 -1.334
H -0.214 3.642 1.138
H -2.206 2.535 2.180
H -3.840 1.340 0.782
H -3.667 1.485 -1.710
C 4.578 -2.159 2.063
N 3.605 -1.259 1.471
C 2.552 -1.632 0.733
N 2.413 -2.911 0.351
O 1.663 -0.736 0.394
H 4.116 -3.123 2.321
H 4.956 -1.714 2.992
H 5.430 -2.346 1.390
H 3.665 -0.256 1.640
H 1.598 -3.158 -0.189
H 3.130 -3.602 0.540
```

* total charge: +4
* HOMO level: -21.59 eV
* frontier orbital gap: 0.279 Eh
* LUMO energy: -14.01 eV



DFT (ωB97M-V/def2-TZVPD) results for a single C10H18N2O5S molecule.

Geometry as XYZ:
```
36
C10H18N2O5S (ωB97M-V/def2-TZVPD)
C -5.596 -0.717 -0.797
S -4.286 -1.919 -0.314
C -3.641 -0.996 1.112
C -2.113 -0.778 1.046
C -1.830 0.239 -0.074
N -0.417 0.589 -0.179
C 0.548 -0.382 -0.345
O 0.397 -1.569 -0.085
C 1.869 0.216 -0.749
N 1.844 1.670 -0.688
C 2.974 -0.378 0.073
C 4.335 0.026 -0.525
C 5.477 -0.625 0.254
O 5.421 -0.950 1.414
O 6.618 -0.679 -0.447
C -2.516 1.556 0.251
O -3.621 1.893 -0.113
O -1.814 2.370 1.029
H -6.338 -1.132 -1.520
H -5.136 0.198 -1.222
H -6.246 -0.391 0.039
H -4.188 -0.080 1.191
H -3.799 -1.600 2.008
H -1.788 -0.374 1.982
H -1.498 -1.629 0.716
H -2.083 -0.087 -1.051
H -0.138 1.479 -0.647
H 2.020 -0.114 -1.772
H 2.115 1.943 0.272
H 2.478 2.110 -1.329
H 2.917 -1.455 -0.057
H 2.894 -0.100 1.091
H 4.497 1.072 -0.504
H 4.389 -0.218 -1.540
H 7.276 -1.070 0.157
H -1.022 1.880 1.322
```

* structure (SMILES): CSCC[C@H](NC(=O)[C@@H](N)CCC(=O)O)C(=O)O
* HOMO level: -8.39 eV
* frontier orbital gap: 0.320 Eh
* LUMO energy: 0.32 eV



One value per record, in order, for largest force on an atom: 3.42, 3.83, 0.81, 2.20, 1.64, 5.87, 2.32 eV/Å.
One value per record, in order, for total energy: -137215.347, -69810.071, -133360.641, -26416.259, -8460.240, -58566.918, -34715.850 eV.